# C4H7NO

A single C4H7NO molecule in a non-equilibrium geometry (wB97M-V/def2-TZVPD, the OMol25 dataset).

The calculation puts the energy relative to the best compared isomer or geometry (same formula, charge and spin) at 32.26 kcal per mole. The calculation puts the total energy at -286.5802 a.u. Its spin multiplicity is 1. As for the charge: 0. As for the SMILES: CC1=NCCO1. The value obtained for the largest force on an atom is 2.7 eV/Å. For the LUMO energy, the calculation gives 1.005 eV.

Each atom is followed by the atoms it is bonded to, with distances in Å.
Atoms and positions in Å:
1 C 2.060 -0.207 0.226  C2 1.474, H7 1.093, H8 1.085, H9 1.092
2 C 0.627 0.065 0.015  C1 1.474, N3 1.276, O6 1.372
3 N 0.050 1.191 -0.145  C2 1.276, C4 1.462
4 C -1.373 0.882 -0.279  N3 1.462, C5 1.521, H10 1.099, H11 1.092
5 C -1.402 -0.622 -0.051  C4 1.521, O6 1.410, H12 1.099, H13 1.150
6 O -0.083 -1.082 -0.240  C2 1.372, C5 1.410
7 H 2.229 -0.901 1.053  C1 1.093
8 H 2.591 0.719 0.420  C1 1.085
9 H 2.472 -0.676 -0.670  C1 1.092
10 H -1.939 1.435 0.483  C4 1.099
11 H -1.777 1.143 -1.259  C4 1.092
12 H -2.077 -1.249 -0.650  C5 1.099
13 H -1.379 -0.699 1.096  C5 1.150